# C36H45N9

A cluster of 9 separate species, C36H45N9 in total at a distorted geometry (the ωB97M-V functional and the def2-TZVPD basis, the OMol25 dataset).

SMILES: c1cc[nH]c1.c1cc[nH]c1.c1cc[nH]c1.c1cc[nH]c1.c1cc[nH]c1.c1cc[nH]c1.c1cc[nH]c1.c1cc[nH]c1.c1cc[nH]c1
DFT total energy in eV: -51468.968
Relative energy (zero: lowest compared OMol25 entry of this formula, charge and spin) in kcal/mol: 54.55
Net charge: 0

```
90
C36H45N9 | the OMol25 dataset | the ωB97M-V functional and the def2-TZVPD basis
C -3.325 0.941 -4.051
C -3.370 2.125 -3.171
C -2.772 1.731 -1.988
N -2.227 0.476 -2.167
C -2.640 -0.076 -3.361
H -3.865 0.782 -5.002
H -3.688 3.123 -3.317
H -2.625 2.334 -1.088
H -1.712 -0.073 -1.452
H -2.275 -1.035 -3.732
C 3.077 -2.817 1.834
C 3.911 -1.700 1.415
C 4.700 -2.152 0.376
N 4.547 -3.492 0.296
C 3.583 -3.898 1.168
H 2.344 -2.748 2.631
H 3.805 -0.720 1.750
H 5.455 -1.625 -0.129
H 5.176 -3.950 -0.298
H 3.321 -4.948 1.260
C 1.394 1.566 -6.077
C 1.679 2.228 -4.884
C 0.486 2.390 -4.160
N -0.480 1.838 -4.936
C 0.019 1.384 -6.113
H 2.148 1.185 -6.830
H 2.622 2.674 -4.604
H 0.306 2.733 -3.132
H -1.464 1.782 -4.731
H -0.709 0.847 -6.806
C 2.094 3.662 0.318
C 2.999 2.722 -0.255
C 3.555 1.990 0.778
N 3.020 2.375 1.968
C 2.247 3.470 1.688
H 1.475 4.420 -0.103
H 3.140 2.592 -1.348
H 4.040 1.027 0.693
H 3.233 2.036 2.889
H 1.821 4.028 2.477
C 2.323 -2.245 -1.910
C 1.169 -2.625 -2.735
C 1.094 -1.741 -3.769
N 2.175 -0.874 -3.676
C 2.879 -1.101 -2.568
H 2.675 -2.607 -0.949
H 0.414 -3.365 -2.432
H 0.444 -1.567 -4.595
H 2.356 -0.071 -4.319
H 3.539 -0.329 -2.180
C -5.894 -6.201 -1.254
C -4.579 -6.684 -1.589
C -4.248 -6.248 -2.852
N -5.239 -5.421 -3.305
C -6.223 -5.413 -2.362
H -6.501 -6.289 -0.335
H -4.073 -7.459 -1.036
H -3.417 -6.492 -3.497
H -5.071 -4.689 -3.991
H -7.098 -4.796 -2.560
C -2.285 4.068 5.265
C -2.359 3.024 6.243
C -2.861 1.930 5.583
N -3.153 2.294 4.305
C -2.756 3.570 4.092
H -1.931 5.097 5.375
H -2.116 2.984 7.331
H -3.176 1.001 6.091
H -3.498 1.636 3.629
H -2.841 4.157 3.215
C 3.327 1.911 5.250
C 2.818 0.594 5.071
C 1.433 0.730 4.988
N 1.080 2.018 5.269
C 2.264 2.764 5.411
H 4.409 2.292 5.303
H 3.388 -0.263 4.843
H 0.694 -0.019 4.687
H 0.102 2.337 5.305
H 2.349 3.802 5.777
C -1.573 0.402 1.784
C -1.489 -0.752 0.955
C -0.227 -0.706 0.406
N 0.457 0.386 0.877
C -0.418 1.048 1.741
H -2.498 0.737 2.344
H -2.194 -1.479 0.750
H 0.241 -1.302 -0.353
H 1.267 0.753 0.401
H -0.225 1.974 2.167
```